{"formula": "C49H85F9IN3O18S", "method": "ωB97M-V with the def2-TZVPD basis set", "energy_ha": -5031.3220, "largest_force_ha_per_bohr": 0.0604, "homo_ev": -8.545, "lumo_ev": 0.14, "smiles": "CNC[C@@]1(CC(=O)I)[C@@](CCN)(CCCS)C(=O)O[C@@]1(CC(=O)N(C)C)C(F)(F)C(F)(F)C(F)(F)C(F)(F)F.CCOC(C)=O.CCOC(C)=O.CCOC(C)=O.CCOC(C)=O.CCOC(C)=O.CCOC(C)=O.CCOC(C)=O", "species": ["C", "N", "C", "C", "C", "C", "O", "I", "C", "C", "C", "N", "C", "C", "C", "S", "C", "O", "O", "C", "C", "C", "O", "N", "C", "C", "C", "F", "F", "C", "F", "F", "C", "F", "F", "C", "F", "F", "F", "H", "H", "H", "H", "H", "H", "H", "H", "H", "H", "H", "H", "H", "H", "H", "H", "H", "H", "H", "H", "H", "H", "H", "H", "H", "H", "H", "H", "H", "O", "C", "O", "C", "C", "C", "H", "H", "H", "H", "H", "H", "H", "H", "O", "C", "O", "C", "C", "C", "H", "H", "H", "H", "H", "H", "H", "H", "O", "C", "O", "C", "C", "C", "H", "H", "H", "H", "H", "H", "H", "H", "O", "C", "O", "C", "C", "C", "H", "H", "H", "H", "H", "H", "H", "H", "O", "C", "O", "C", "C", "C", "H", "H", "H", "H", "H", "H", "H", "H", "O", "C", "O", "C", "C", "C", "H", "H", "H", "H", "H", "H", "H", "H", "O", "C", "O", "C", "C", "C", "H", "H", "H", "H", "H", "H", "H", "H"], "coordinates": [[-3.703867, -5.401156, 4.287032], [-3.072255, -4.918862, 3.045734], [-3.136407, -3.466181, 2.864037], [-1.814933, -2.817825, 2.348813], [-0.948843, -2.565386, 3.619699], [-0.893376, -3.683492, 4.645649], [-0.342936, -4.717854, 4.598318], [-1.864946, -3.098711, 6.550307], [-1.045589, -3.643192, 1.254921], [0.165820, -4.505143, 1.641883], [-0.081931, -5.984249, 1.979201], [0.977800, -6.491170, 2.853343], [-2.007886, -4.421404, 0.308607], [-1.366266, -4.910930, -1.008828], [-2.010328, -4.257733, -2.229547], [-1.329261, -4.820599, -3.808308], [-0.562969, -2.529958, 0.333399], [0.440041, -2.438572, -0.309590], [-1.528859, -1.566565, 0.273054], [-2.022600, -1.361762, 1.612157], [-1.110008, -0.246615, 2.165841], [-1.057868, 1.080966, 1.377656], [-1.865780, 1.940590, 1.623859], [-0.039338, 1.269533, 0.425134], [-0.442655, 1.024320, -0.964572], [1.272908, 0.725872, 0.772395], [-3.481225, -0.877028, 1.293241], [-3.375486, 0.138047, 0.404586], [-4.166230, -1.854731, 0.655974], [-4.401089, -0.329944, 2.439655], [-3.674158, 0.376632, 3.318343], [-4.968878, -1.356663, 3.111092], [-5.560261, 0.573885, 1.924111], [-6.071209, 0.054390, 0.790116], [-5.109061, 1.807193, 1.684131], [-6.737627, 0.682757, 2.938436], [-7.504888, -0.403548, 2.897394], [-6.289401, 0.851498, 4.181650], [-7.483865, 1.733725, 2.609747], [-4.299792, -6.289232, 4.072696], [-2.947254, -5.687286, 5.020894], [-4.388290, -4.668169, 4.716983], [-3.578915, -5.338082, 2.280342], [-3.381561, -3.017853, 3.829835], [-3.968025, -3.216398, 2.216031], [0.098021, -2.379335, 3.364684], [-1.349997, -1.709835, 4.151241], [0.743554, -4.076618, 2.463534], [0.842243, -4.467399, 0.785508], [-0.044902, -6.557570, 1.046434], [-1.081693, -6.128161, 2.394166], [1.335972, -7.374038, 2.519516], [0.647850, -6.641184, 3.796099], [-2.428597, -5.271426, 0.835051], [-2.842874, -3.761987, 0.051820], [-0.287743, -4.752068, -1.035214], [-1.518396, -5.990390, -1.094053], [-1.970184, -3.168566, -2.164918], [-3.068738, -4.530826, -2.273186], [-0.332363, -3.932463, -3.877999], [-1.377551, 0.035239, 3.181047], [-0.110613, -0.675616, 2.199083], [-0.190871, 1.885308, -1.589672], [0.088173, 0.153743, -1.361045], [-1.515386, 0.848358, -1.027068], [1.434361, -0.291133, 0.393092], [1.391239, 0.702295, 1.857641], [2.046391, 1.385324, 0.381698], [3.549830, 2.674147, -0.480046], [4.219269, 3.586885, -0.067767], [5.362636, 3.296538, 0.580581], [6.329158, 4.307155, 0.905448], [6.026167, 4.988012, 2.222723], [3.766967, 5.021692, -0.197902], [6.421286, 5.016271, 0.082559], [7.270373, 3.763253, 0.967073], [5.082616, 5.532109, 2.186415], [6.819273, 5.695289, 2.467564], [5.959975, 4.249563, 3.021636], [3.141150, 5.262046, 0.662565], [3.166884, 5.091507, -1.100221], [4.574590, 5.742588, -0.274313], [5.503971, 5.070021, -2.952728], [5.354894, 4.188346, -3.765938], [5.438334, 4.565002, -5.043817], [5.488831, 3.703209, -6.189581], [4.116054, 3.285704, -6.664066], [4.992706, 2.785696, -3.377409], [6.140251, 2.846622, -6.009245], [5.975943, 4.317084, -6.939748], [3.604666, 2.663073, -5.928440], [4.208529, 2.722575, -7.592407], [3.500464, 4.166349, -6.848632], [3.908097, 2.713769, -3.299577], [5.415151, 2.606157, -2.393243], [5.359304, 2.018293, -4.055942], [-6.669302, -5.056575, 5.324275], [-6.913001, -4.444548, 6.328576], [-6.408297, -4.905612, 7.492040], [-6.466041, -4.157613, 8.712677], [-7.762624, -4.379836, 9.461442], [-7.807983, -3.228149, 6.329434], [-6.279886, -3.099959, 8.522464], [-5.623202, -4.530240, 9.292541], [-8.621516, -4.019685, 8.895071], [-7.738281, -3.853687, 10.416241], [-7.906235, -5.442892, 9.653153], [-8.837150, -3.562058, 6.465028], [-7.726220, -2.754559, 5.354797], [-7.574608, -2.497794, 7.098897], [7.013358, 3.884401, -9.074392], [6.934246, 5.051374, -9.363720], [5.913974, 5.451200, -10.142959], [5.595874, 6.840784, -10.339633], [6.396265, 7.455698, -11.467248], [7.960674, 6.060285, -8.907669], [5.702788, 7.394637, -9.406125], [4.535475, 6.835763, -10.585263], [7.463479, 7.464786, -11.245355], [6.074014, 8.483964, -11.632977], [6.247431, 6.890539, -12.387593], [8.756415, 6.098352, -9.652574], [8.382647, 5.705192, -7.971341], [7.567318, 7.062375, -8.760083], [1.714756, -8.591615, 4.880472], [2.390295, -8.334775, 5.839199], [1.774991, -8.193610, 7.032295], [2.492458, -8.044072, 8.262392], [2.850251, -6.599915, 8.542330], [3.874437, -8.082476, 5.727130], [3.369086, -8.692448, 8.277652], [1.805428, -8.418709, 9.019466], [3.532477, -6.201992, 7.791103], [3.328816, -6.514694, 9.518545], [1.950445, -5.985092, 8.539607], [4.020090, -7.023383, 5.512218], [4.245828, -8.657203, 4.883611], [4.445642, -8.342693, 6.613639], [-10.143635, -1.676628, -4.199500], [-9.639314, -0.739025, -3.647002], [-8.638543, -0.972642, -2.769530], [-7.852008, 0.077084, -2.193932], [-8.489362, 0.656636, -0.950007], [-10.138941, 0.673391, -3.847269], [-7.633936, 0.845465, -2.936337], [-6.905817, -0.401599, -1.945622], [-9.444415, 1.134877, -1.169375], [-7.829994, 1.400369, -0.503102], [-8.670200, -0.132990, -0.220538], [-10.930618, 0.861050, -3.121427], [-10.564756, 0.735068, -4.844584], [-9.378622, 1.441227, -3.737735], [6.107208, 8.257211, -8.331110], [6.138242, 8.555574, -7.162820], [5.807924, 7.623871, -6.257822], [6.016919, 7.771328, -4.838401], [4.866629, 8.466563, -4.146771], [6.474039, 9.955100, -6.705314], [6.972853, 8.261618, -4.646829], [6.095348, 6.748865, -4.482907], [4.745826, 9.497168, -4.484427], [5.035870, 8.473282, -3.069946], [3.937538, 7.933209, -4.347841], [5.550084, 10.533077, -6.670763], [7.131324, 10.400858, -7.446577], [6.950025, 10.002804, -5.730329]], "atomic_forces_ev_per_a": [[0.0645, -0.1642, -0.1026], [-0.1962, 0.1640, 0.2149], [-0.1976, -0.0403, -0.2089], [-0.0068, 0.1205, 0.4984], [-0.0198, -0.1008, -0.1243], [0.0259, -0.1285, 0.0534], [-0.1482, 0.1774, 0.0814], [0.0197, 0.0262, 0.0310], [0.1420, 0.2197, -0.4333], [0.0840, -0.1078, 0.1140], [0.0351, -0.1216, -0.1539], [0.0928, -0.0259, -0.1762], [-0.1333, 0.0729, -0.1880], [-0.1485, -0.2525, -0.0310], [-0.1807, -0.0111, 0.1994], [0.0229, 0.0627, -0.1215], [0.1634, 0.0422, 0.0036], [-0.2550, -0.1637, -0.0905], [0.1940, 0.1034, 0.1869], [-0.0636, -0.2431, -0.3825], [0.0140, 0.2459, 0.5086], [0.0808, 0.0444, -0.0490], [-0.0977, -0.1113, -0.1835], [-0.1124, -0.6571, 0.3189], [0.1683, 0.5646, -0.1975], [0.0413, -0.0550, 0.0155], [0.0062, 0.1409, 0.2009], [-0.0925, -0.0351, -0.0954], [-0.0352, -0.0509, -0.0531], [0.1719, -0.1014, -0.0044], [0.0055, -0.0017, 0.0467], [-0.0559, 0.0027, -0.0607], [0.0281, -0.0858, 0.0523], [0.0477, 0.0254, -0.0095], [0.0395, -0.0145, -0.0098], [-0.0007, 0.0337, -0.0330], [0.0260, -0.0374, 0.0381], [0.0161, 0.0192, 0.0094], [-0.0909, 0.0589, -0.0168], [0.0531, 0.0365, 0.0153], [-0.0526, 0.1097, 0.0353], [0.0781, -0.0663, 0.0553], [0.0801, -0.0255, 0.0329], [0.0928, 0.0582, -0.0570], [0.0810, -0.0932, -0.0666], [-0.0611, 0.0579, 0.0648], [0.0654, 0.0418, -0.0653], [-0.1626, 0.0172, -0.0774], [0.0301, 0.0315, 0.0854], [-0.1110, 0.0589, 0.0239], [0.1201, 0.0766, 0.1216], [-0.0531, -0.0442, 0.1128], [0.0387, -0.0223, -0.0727], [0.2061, 0.0356, 0.0116], [0.0075, -0.0646, 0.0896], [-0.0393, 0.0599, 0.0321], [0.1078, 0.0538, -0.0074], [0.0493, -0.0378, -0.0842], [0.0485, 0.0672, 0.0516], [0.0997, -0.0166, 0.0238], [-0.0743, -0.0800, 0.0056], [-0.0378, -0.0275, -0.0518], [-0.0307, -0.0355, 0.0090], [-0.1415, -0.0506, 0.0904], [0.0757, 0.0342, -0.0307], [-0.0342, 0.0714, -0.0504], [0.0279, 0.1462, -0.0242], [-0.0550, -0.1276, -0.0540], [0.1417, 0.0825, 0.0129], [-0.1915, 0.1023, 0.0416], [0.0499, -0.0017, -0.1337], [0.0630, 0.0509, 0.0182], [-0.0778, -0.0468, 0.0078], [0.0941, -0.0225, -0.1669], [-0.0286, -0.0086, -0.0118], [-0.0118, -0.0145, 0.0132], [0.0188, 0.0277, -0.0135], [0.0084, -0.0050, 0.0002], [0.0214, 0.0055, 0.0048], [0.0058, -0.0042, 0.0108], [-0.0695, -0.0203, 0.0453], [0.0157, -0.0121, 0.0638], [0.0317, -0.0768, 0.5911], [-0.2372, 0.3012, -0.2387], [0.0885, 0.0517, -0.0772], [-0.0269, -0.1880, -0.1835], [-0.0633, 0.0297, 0.1485], [0.3780, -0.1395, -0.0488], [-0.0241, -0.0054, 0.1421], [0.0052, -0.0787, -0.0358], [0.0163, -0.0390, -0.0095], [0.0173, 0.0271, -0.0104], [0.0099, 0.0003, -0.0475], [-0.0048, -0.0156, -0.0059], [-0.1064, -0.0572, 0.0411], [-0.0715, 0.0864, -0.1518], [-0.1255, 0.0372, 0.0149], [-0.0372, -0.0830, 0.0134], [0.0758, 0.0674, -0.0331], [-0.0162, 0.0152, 0.0667], [-0.0343, -0.0469, -0.0652], [0.1267, 0.0882, -0.0324], [-0.0072, 0.0010, -0.0221], [-0.0072, -0.0162, -0.0047], [0.0086, 0.0317, 0.0135], [0.0081, -0.0028, 0.0045], [0.0065, 0.0036, 0.0194], [-0.0020, 0.0023, 0.0135], [-0.0382, -0.0465, -0.0254], [-0.0309, -0.0200, 0.0376], [0.0946, -0.1476, 0.0262], [-0.3472, 0.2596, -0.2035], [0.2067, -0.4940, 0.1033], [-0.2840, -0.0594, -0.5237], [-0.0517, -0.2372, -0.0941], [0.0707, 0.0686, 0.0461], [-0.3978, -1.3203, -1.6363], [-0.0817, -0.1211, -0.2174], [0.0252, 0.0520, 0.0240], [-0.0096, 0.0234, 0.0022], [0.0412, 0.0467, -0.0988], [0.0293, -0.0408, -0.0094], [0.0762, -0.0990, -0.0122], [0.1761, -0.3285, -0.2220], [0.0334, -0.0762, 0.0238], [-0.0710, 0.1804, -0.0361], [0.0264, -0.1311, 0.0051], [0.0191, 0.0511, 0.0550], [-0.0277, 0.0271, -0.0748], [0.0247, -0.1614, 0.0269], [0.0046, -0.0008, -0.0238], [-0.0120, 0.0116, -0.0089], [0.0253, -0.0162, 0.0175], [-0.0057, -0.0042, 0.0071], [-0.0013, 0.0000, 0.0177], [-0.0019, 0.0060, 0.0033], [-0.0249, 0.0461, -0.0420], [-0.0031, 0.0483, 0.0244], [-0.0029, 0.0420, -0.0005], [-0.0628, -0.0534, 0.0958], [0.0572, 0.0098, -0.0935], [0.0457, 0.0374, 0.0615], [-0.1520, -0.0122, -0.0032], [0.0986, 0.0089, -0.1214], [-0.0199, -0.0020, -0.0156], [-0.0118, -0.0150, 0.0116], [0.0235, 0.0214, -0.0363], [-0.0065, 0.0023, -0.0105], [0.0304, 0.0116, 0.0148], [0.0067, 0.0042, 0.0108], [-0.0550, -0.0311, 0.0211], [-0.0050, 0.0088, 0.0501], [0.4585, 2.1269, 2.2145], [-0.2311, 0.1889, 1.1749], [0.1791, 0.1634, -0.5477], [0.0977, -0.0366, 0.2477], [-0.0740, 0.0686, -0.2244], [0.1668, -0.1058, -0.0733], [-0.0198, 0.0614, -0.0836], [-0.0133, 0.0421, -0.0063], [0.0196, 0.0170, 0.0366], [0.0148, -0.0382, -0.0146], [0.0048, -0.0246, 0.0454], [-0.0178, -0.0150, 0.0082], [-0.0482, 0.0284, -0.0443], [-0.0597, -0.0326, 0.0280]]}